[1]
{"formula": "C20H25N3O4S2", "method": "ωB97M-V/def2-TZVPD", "elements": ["C", "C", "O", "C", "O", "C", "C", "C", "S", "C", "S", "C", "C", "O", "N", "C", "C", "N", "C", "C", "C", "C", "O", "C", "C", "C", "C", "C", "N", "H", "H", "H", "H", "H", "H", "H", "H", "H", "H", "H", "H", "H", "H", "H", "H", "H", "H", "H", "H", "H", "H", "H", "H", "H"], "positions_angstrom": [[-3.27, -3.45, 0.28], [-2.02, -3.83, -0.49], [-1.56, -2.72, -1.27], [-0.53, -2.01, -0.81], [0.12, -2.28, 0.17], [-0.26, -0.82, -1.72], [-1.42, 0.12, -1.65], [-2.31, 0.36, -2.66], [-3.51, 1.49, -2.17], [-2.71, 1.55, -0.61], [-3.31, 2.58, 0.66], [-3.42, 1.39, 2.04], [-2.27, 0.39, 2.17], [-2.50, -0.79, 2.03], [-1.06, 0.85, 2.52], [-0.65, 2.23, 2.63], [0.42, 2.54, 1.57], [1.46, 1.52, 1.56], [2.07, 1.21, 0.36], [2.64, -0.03, 0.09], [3.30, -0.29, -1.10], [3.40, 0.69, -2.08], [4.01, 0.54, -3.30], [4.63, -0.69, -3.58], [2.83, 1.94, -1.83], [2.19, 2.19, -0.63], [1.37, 0.58, 2.65], [0.01, -0.13, 2.65], [-1.67, 0.81, -0.51], [-3.62, -4.30, 0.86], [-4.06, -3.15, -0.41], [-3.06, -2.62, 0.96], [-1.22, -4.13, 0.20], [-2.21, -4.63, -1.20], [0.64, -0.32, -1.37], [-0.13, -1.17, -2.74], [-2.32, -0.05, -3.65], [-4.33, 0.81, 1.90], [-3.52, 2.00, 2.94], [-1.49, 2.90, 2.47], [-0.26, 2.41, 3.64], [0.84, 3.53, 1.78], [-0.08, 2.56, 0.59], [2.56, -0.85, 0.79], [3.72, -1.27, -1.25], [5.06, -0.58, -4.57], [3.90, -1.51, -3.59], [5.42, -0.91, -2.86], [2.90, 2.70, -2.58], [1.78, 3.18, -0.47], [2.16, -0.15, 2.58], [1.51, 1.13, 3.59], [-0.13, -0.70, 3.58], [-0.05, -0.83, 1.82]], "lowdin_charge": [-0.052, -0.202, 0.008, -0.478, 0.104, -0.005, -0.367, -0.341, 1.015, -0.931, 0.910, -0.336, -0.535, 0.049, -0.040, -0.140, -0.140, -0.080, -0.234, -0.038, -0.032, -0.290, -0.096, -0.101, -0.005, -0.019, -0.135, -0.090, 0.069, 0.078, 0.078, 0.048, 0.117, 0.121, 0.099, 0.136, 0.073, 0.087, 0.085, 0.079, 0.126, 0.126, 0.101, 0.101, 0.106, 0.091, 0.092, 0.094, 0.117, 0.104, 0.116, 0.121, 0.135, 0.100], "max_force_ev_per_a": 0.95, "total_charge": 0, "e_homo_ev": -7.17, "multiplicity": 1}



[2]
{"formula": "C5H4N", "method": "ωB97M-V/def2-TZVPD", "elements": ["C", "C", "C", "C", "C", "N", "H", "H", "H", "H"], "positions_angstrom": [[-1.83, 3.69, 2.49], [-1.50, 3.10, 1.52], [-0.09, 1.24, -0.33], [0.37, 0.10, -0.98], [0.68, -1.28, -1.09], [0.35, 1.29, -1.59], [-2.17, 4.26, 3.33], [0.49, -1.64, -2.11], [0.15, -1.89, -0.36], [1.75, -1.40, -0.90]], "lowdin_charge": [-0.029, 0.094, 0.274, -0.151, 0.039, 0.322, 0.040, 0.136, 0.130, 0.145], "max_force_ev_per_a": 2.38, "total_charge": 1, "e_homo_ev": [-14.91, -14.54], "multiplicity": 1}



[3]
{"formula": "C32H70InN5O3", "method": "ωB97M-V/def2-TZVPD", "elements": ["N", "C", "C", "C", "C", "In", "C", "N", "H", "H", "H", "H", "H", "H", "H", "H", "H", "H", "H", "H", "H", "H", "H", "H", "C", "C", "C", "C", "C", "C", "N", "O", "C", "C", "C", "H", "H", "H", "H", "H", "H", "H", "H", "H", "H", "H", "H", "H", "H", "H", "H", "H", "H", "C", "C", "C", "C", "C", "C", "N", "O", "C", "C", "C", "H", "H", "H", "H", "H", "H", "H", "H", "H", "H", "H", "H", "H", "H", "H", "H", "H", "H", "C", "C", "C", "C", "C", "C", "N", "O", "C", "C", "C", "H", "H", "H", "H", "H", "H", "H", "H", "H", "H", "H", "H", "H", "H", "H", "H", "H", "H"], "positions_angstrom": [[5.52, -7.84, 1.86], [5.22, -6.69, 0.87], [3.59, -6.75, 0.60], [2.70, -5.97, 1.74], [1.62, -5.01, 0.92], [0.26, -6.40, -0.25], [0.39, -8.52, 0.61], [-0.14, -8.53, 2.02], [5.43, -8.72, 1.28], [4.72, -7.88, 2.54], [5.56, -5.65, 1.29], [5.72, -6.97, -0.17], [3.39, -6.26, -0.46], [3.32, -7.90, 0.54], [2.04, -6.75, 2.33], [3.31, -5.25, 2.44], [2.24, -4.28, 0.23], [0.95, -4.36, 1.65], [0.67, -6.34, -2.00], [-1.47, -5.87, 0.05], [1.45, -9.01, 0.49], [-0.35, -9.17, -0.06], [0.42, -9.15, 2.66], [-0.27, -7.57, 2.42], [0.62, -0.58, 4.36], [1.91, -1.18, 3.75], [3.16, -0.58, 4.46], [3.46, 0.85, 4.04], [3.59, 0.95, 2.52], [2.34, 0.40, 1.78], [1.92, -0.96, 2.27], [2.82, -1.90, 1.71], [1.17, 1.41, 1.92], [2.64, 0.42, 0.24], [1.81, -2.69, 4.15], [-0.28, -1.05, 3.93], [0.58, -0.75, 5.45], [0.52, 0.49, 4.25], [4.04, -1.20, 4.24], [3.03, -0.61, 5.55], [2.70, 1.53, 4.42], [4.41, 1.17, 4.50], [3.76, 2.00, 2.25], [4.48, 0.40, 2.21], [0.22, 0.96, 1.63], [1.32, 2.29, 1.28], [1.07, 1.82, 2.92], [3.53, -0.16, -0.03], [2.83, 1.44, -0.11], [1.78, 0.03, -0.33], [0.96, -3.18, 3.66], [1.67, -2.80, 5.24], [2.72, -3.25, 3.91], [-4.71, 3.56, 0.48], [-4.15, 2.20, 0.01], [-5.31, 1.25, -0.39], [-6.07, 0.68, 0.81], [-5.10, -0.01, 1.77], [-3.94, 0.92, 2.22], [-3.26, 1.61, 1.07], [-2.43, 0.67, 0.45], [-4.49, 1.95, 3.24], [-2.94, 0.07, 3.08], [-3.38, 2.58, -1.30], [-3.90, 4.27, 0.70], [-5.34, 4.01, -0.29], [-5.34, 3.51, 1.36], [-4.93, 0.42, -0.99], [-6.03, 1.78, -1.04], [-6.63, 1.46, 1.31], [-6.81, -0.05, 0.45], [-5.66, -0.37, 2.64], [-4.70, -0.90, 1.28], [-3.77, 2.77, 3.40], [-4.67, 1.50, 4.22], [-5.44, 2.38, 2.96], [-2.54, -0.80, 2.54], [-3.44, -0.34, 3.98], [-2.10, 0.68, 3.42], [-2.52, 3.23, -1.08], [-4.03, 3.12, -1.99], [-3.01, 1.70, -1.84], [2.32, 3.94, -5.00], [0.95, 3.39, -4.52], [0.16, 2.80, -5.72], [-0.44, 3.86, -6.63], [-1.30, 4.84, -5.83], [-0.53, 5.48, -4.64], [0.19, 4.46, -3.80], [-0.77, 3.83, -2.99], [0.46, 6.54, -5.19], [-1.55, 6.34, -3.81], [1.36, 2.20, -3.59], [2.92, 4.29, -4.15], [2.89, 3.16, -5.51], [2.25, 4.75, -5.72], [-0.66, 2.16, -5.35], [0.81, 2.15, -6.32], [0.35, 4.39, -7.17], [-1.06, 3.38, -7.40], [-1.67, 5.62, -6.50], [-2.18, 4.30, -5.46], [1.18, 6.84, -4.42], [-0.06, 7.45, -5.50], [1.00, 6.21, -6.07], [-2.40, 5.75, -3.44], [-1.98, 7.14, -4.42], [-1.05, 6.81, -2.95], [1.90, 2.55, -2.71], [2.03, 1.50, -4.12], [0.51, 1.60, -3.26]], "lowdin_charge": [-0.089, -0.272, -0.240, -0.302, -0.372, 0.351, -0.446, -0.163, 0.059, 0.055, 0.106, 0.109, 0.099, 0.089, 0.081, 0.086, 0.037, 0.017, -0.147, -0.135, 0.012, 0.022, 0.038, 0.027, -0.044, -0.467, -0.143, -0.194, -0.142, -0.467, -0.010, -0.022, -0.043, -0.046, -0.041, 0.080, 0.086, 0.048, 0.122, 0.119, 0.099, 0.111, 0.121, 0.121, 0.083, 0.083, 0.054, 0.074, 0.073, 0.092, 0.078, 0.082, 0.070, -0.045, -0.474, -0.141, -0.191, -0.136, -0.470, -0.018, -0.022, -0.051, -0.050, -0.051, 0.091, 0.085, 0.048, 0.125, 0.120, 0.099, 0.115, 0.124, 0.128, 0.092, 0.082, 0.053, 0.081, 0.085, 0.076, 0.074, 0.082, 0.079, -0.044, -0.474, -0.138, -0.190, -0.139, -0.472, -0.016, -0.031, -0.051, -0.048, -0.042, 0.091, 0.088, 0.049, 0.125, 0.124, 0.101, 0.115, 0.123, 0.123, 0.094, 0.082, 0.054, 0.071, 0.080, 0.088, 0.081, 0.088, 0.080], "max_force_ev_per_a": 5.02, "total_charge": -1, "e_homo_ev": [-3.97, -3.97], "multiplicity": 4}



[4]
{"formula": "C38H36CaClN2O7P2", "method": "ωB97M-V/def2-TZVPD", "elements": ["Ca", "O", "C", "C", "N", "C", "C", "O", "O", "C", "C", "O", "O", "H", "H", "H", "H", "H", "H", "H", "H", "H", "Cl", "C", "C", "C", "C", "O", "C", "C", "O", "C", "H", "H", "H", "H", "C", "N", "P", "C", "C", "C", "C", "C", "C", "C", "C", "C", "C", "C", "C", "P", "C", "C", "C", "C", "C", "C", "C", "C", "C", "C", "C", "C", "H", "H", "H", "H", "H", "H", "H", "H", "H", "H", "H", "H", "H", "H", "H", "H", "H", "H", "H", "H", "H", "H", "H"], "positions_angstrom": [[-1.65, -0.43, -1.55], [-2.12, -1.56, -3.69], [-3.49, -1.31, -4.02], [-3.85, 0.17, -3.90], [-3.51, 0.71, -2.58], [-3.12, 2.13, -2.58], [-2.33, 2.52, -1.30], [-2.48, 3.64, -0.84], [-1.57, 1.59, -0.86], [-4.55, 0.41, -1.57], [-4.54, -1.06, -1.03], [-5.62, -1.61, -0.86], [-3.37, -1.54, -0.81], [-1.57, -0.88, -4.15], [-4.08, -1.92, -3.35], [-3.69, -1.64, -5.05], [-4.92, 0.30, -4.12], [-3.28, 0.73, -4.64], [-3.99, 2.80, -2.68], [-2.44, 2.30, -3.42], [-5.55, 0.60, -1.97], [-4.38, 1.06, -0.71], [5.63, 0.68, -4.49], [4.04, 0.25, -3.88], [3.94, -0.59, -2.76], [2.71, -0.93, -2.25], [1.50, -0.44, -2.83], [0.37, -0.70, -2.31], [1.64, 0.38, -3.99], [0.51, 0.91, -4.74], [-0.67, 0.63, -4.64], [2.91, 0.72, -4.48], [4.84, -0.97, -2.30], [2.62, -1.58, -1.39], [0.81, 1.64, -5.52], [2.99, 1.37, -5.35], [1.98, -0.21, 1.66], [0.54, -0.01, 1.47], [-0.19, 1.53, 1.79], [0.52, 2.04, 3.41], [1.86, 2.37, 3.66], [2.28, 2.69, 4.94], [1.38, 2.70, 5.99], [0.05, 2.39, 5.76], [-0.37, 2.06, 4.48], [0.78, 2.60, 0.67], [0.98, 3.95, 0.96], [1.65, 4.78, 0.06], [2.12, 4.27, -1.14], [1.91, 2.94, -1.45], [1.24, 2.11, -0.56], [-0.58, -1.31, 1.39], [-0.50, -2.11, 3.05], [-0.98, -3.41, 3.20], [-0.99, -4.02, 4.45], [-0.53, -3.33, 5.57], [-0.06, -2.04, 5.43], [-0.06, -1.43, 4.17], [0.29, -2.65, 0.45], [1.50, -3.21, 0.86], [2.12, -4.21, 0.14], [1.52, -4.71, -1.01], [0.28, -4.22, -1.40], [-0.34, -3.21, -0.68], [2.50, 0.74, 1.55], [2.38, -0.87, 0.90], [2.21, -0.61, 2.65], [2.56, 2.40, 2.84], [3.32, 2.94, 5.11], [1.71, 2.96, 6.99], [-0.67, 2.41, 6.58], [-1.41, 1.81, 4.30], [0.61, 4.37, 1.89], [1.79, 5.83, 0.30], [2.65, 4.92, -1.83], [2.26, 2.53, -2.39], [1.05, 1.08, -0.82], [-1.34, -3.97, 2.34], [-1.37, -5.03, 4.55], [-0.53, -3.81, 6.54], [0.30, -1.48, 6.28], [0.31, -0.41, 4.08], [1.96, -2.86, 1.78], [3.07, -4.61, 0.48], [2.00, -5.49, -1.58], [-0.21, -4.63, -2.27], [-1.34, -2.91, -0.99]], "lowdin_charge": [1.349, -0.151, -0.205, -0.166, -0.254, -0.099, -0.657, 0.025, -0.262, -0.085, -0.680, 0.011, -0.230, 0.042, 0.114, 0.119, 0.127, 0.111, 0.124, 0.115, 0.121, 0.133, 0.603, -0.679, -0.099, 0.004, -0.377, -0.219, -0.138, -0.185, 0.004, -0.096, 0.102, 0.099, 0.123, 0.108, -0.150, -0.530, 1.040, -0.387, -0.101, -0.086, -0.099, -0.094, -0.128, -0.362, -0.099, -0.093, -0.092, -0.058, -0.095, 1.027, -0.352, -0.096, -0.092, -0.103, -0.086, -0.094, -0.351, -0.119, -0.088, -0.088, -0.070, -0.106, 0.062, 0.055, 0.079, 0.098, 0.099, 0.096, 0.098, 0.098, 0.105, 0.095, 0.095, 0.091, 0.073, 0.109, 0.098, 0.094, 0.099, 0.068, 0.099, 0.100, 0.099, 0.109, 0.078], "max_force_ev_per_a": 0.90, "total_charge": -1, "e_homo_ev": -5.62, "multiplicity": 1}